# C25H21Cl2MnN2S2Te

C25H21Cl2MnN2S2Te as an isolated structure (wB97M-V/def2-TZVPD, the Open Molecules 2025 dataset).

Its spin multiplicity is 5. For the HOMO energy (alpha / beta), the calculation gives -13.58 / -14.28 eV. The LUMO energy (alpha / beta) is -7.05 / -7.90 eV. The max |F| comes out at 0.01138 hartree/bohr. Its total charge is +2. As for the expectation value of S²: 6.065. The HOMO-LUMO gap (alpha / beta) comes out at 6.531 / 6.382 eV.

Geometry as XYZ:
```
54
Properties=species:S:1:pos:R:3:forces:R:3
Mn 0.373550 0.556802 -0.384520 0.0958 0.5189 -0.2530
Cl 2.482330 0.314593 0.555519 0.0431 -0.0920 0.0716
C 2.317051 -1.069495 1.643557 -0.0334 0.0036 -0.0276
C 3.466660 -1.556081 2.227767 0.0038 0.0706 -0.0421
C 3.356136 -2.672372 3.041934 0.0824 -0.0541 0.0678
C 2.127082 -3.275846 3.246217 -0.0396 -0.0113 0.0385
C 0.991231 -2.754157 2.647827 -0.0658 0.0724 -0.0451
Cl -0.527772 -3.537345 2.888617 0.0221 -0.0008 -0.0043
C 1.055673 -1.616886 1.833300 -0.0755 -0.0611 -0.0651
S -0.404873 -0.969284 1.068801 0.0589 -0.0129 0.2370
H 4.422461 -1.083752 2.045240 -0.0120 -0.0103 0.0039
H 4.240085 -3.081293 3.512144 -0.0129 0.0074 -0.0041
H 2.040902 -4.155389 3.869224 -0.0094 0.0078 -0.0094
Te -0.171590 -2.795943 -1.306845 0.0884 -0.1253 0.0095
C -2.201452 -2.588250 -1.720982 -0.1180 0.0426 -0.0659
C -2.617023 -2.621799 -3.050369 0.0130 -0.0117 -0.0515
C -3.972808 -2.574376 -3.333459 -0.0475 0.0030 0.0593
C -4.896489 -2.509491 -2.296367 0.0213 -0.0001 -0.0063
C -4.472544 -2.491137 -0.974152 -0.0325 -0.0008 -0.0537
C -3.118344 -2.531230 -0.676552 0.0951 -0.0105 0.0827
C 0.558993 -1.092562 -2.314235 0.2483 -0.1966 -0.1495
C 1.950756 -1.004248 -2.497493 -0.1401 -0.1390 0.0941
C 2.485856 0.036297 -3.234251 0.1767 -0.1008 0.0612
C 1.651242 0.991935 -3.795567 -0.0149 0.1900 -0.1108
C 0.279888 0.910295 -3.625449 -0.2359 -0.0604 0.0479
C -0.280737 -0.138181 -2.891687 0.0008 0.1177 -0.0039
H -1.901754 -2.697574 -3.860760 0.0051 0.0021 0.0039
H -4.308399 -2.604553 -4.361243 0.0081 0.0005 0.0042
H -5.954786 -2.486197 -2.519905 0.0106 0.0024 -0.0086
H -5.199231 -2.455213 -0.173589 0.0233 -0.0029 0.0086
H -2.783461 -2.528104 0.353803 -0.0352 0.0090 -0.0118
H 2.605675 -1.754351 -2.068964 0.0173 0.0010 -0.0202
H 3.556002 0.096070 -3.382868 -0.0062 -0.0160 0.0134
H 2.070663 1.799557 -4.381169 0.0055 -0.0132 0.0101
H -0.368800 1.652115 -4.073575 -0.0016 -0.0181 0.0116
H -1.354833 -0.221079 -2.780776 -0.0180 0.0351 -0.0528
N -3.122398 3.256002 0.365184 0.0445 0.0607 -0.0498
C -1.838256 2.932415 0.466538 -0.0010 0.0069 -0.0446
S -1.071186 2.298421 -0.957345 -0.1872 -0.1188 0.1593
N -1.227253 3.120463 1.625534 0.1939 -0.0363 0.0708
C 0.179948 2.981978 1.917576 -0.1538 0.1043 -0.0582
C 0.547702 2.182437 2.988184 -0.0045 -0.0719 0.0591
C 1.874873 2.165481 3.396910 0.0237 -0.0116 0.0023
C 2.818389 2.930993 2.726758 -0.0108 -0.0125 0.0197
C 2.441562 3.714673 1.642206 0.0140 -0.0052 0.0030
C 1.115667 3.755041 1.239307 -0.0676 -0.0246 -0.0016
H -3.594188 3.121794 -0.513620 0.0004 -0.0235 -0.0113
H -3.610820 3.767438 1.085004 0.0039 -0.0319 0.0234
H -1.794365 3.451969 2.395760 0.0198 -0.0105 0.0190
H -0.202391 1.605006 3.515577 0.0114 0.0017 -0.0007
H 2.165547 1.566618 4.250382 -0.0133 0.0065 -0.0094
H 3.848132 2.932043 3.059947 -0.0124 0.0012 -0.0075
H 3.176642 4.325221 1.134559 -0.0240 0.0015 -0.0061
H 0.795055 4.400518 0.432375 0.0417 0.0178 -0.0071
```
Forces are in eV/Å.



# C34H42NO4Zr

C34H42NO4Zr as an isolated structure (wB97M-V/def2-TZVPD, the Open Molecules 2025 dataset).

For the HOMO energy, the calculation gives -9.52 eV. The LUMO energy is -2.73 eV. The max |F| comes out at 0.03737 hartree/bohr. Its total charge is +1. The HOMO-LUMO gap comes out at 6.799 eV.

Geometry as XYZ:
```
82
Properties=species:S:1:pos:R:3:forces:R:3
O -2.315373 -2.674814 -5.323473 -1.1598 -1.2522 -0.8830
C -3.695632 -3.190681 -5.187803 -0.3981 0.3746 0.8509
C -3.721943 -3.882487 -6.530177 0.4962 0.5770 0.0741
H -4.374661 -2.346098 -5.045708 -0.0566 -0.1985 -0.1043
H -3.825940 -3.897784 -4.356041 0.2600 0.3103 0.0090
C -2.255308 -3.391424 -6.597948 0.1410 -0.4493 -1.5164
H -4.405972 -3.416329 -7.243117 0.1882 -0.2755 -0.0176
H -3.813771 -4.971382 -6.488436 -0.1734 0.3092 -0.1069
C -1.960231 -2.432971 -7.726275 0.1663 -0.0033 -0.1139
H -2.628244 -1.570120 -7.690166 0.0051 -0.0764 -0.0723
H -2.080485 -2.959245 -8.686758 0.0715 0.2909 0.2734
H -0.926450 -2.079046 -7.636629 -0.1438 0.0131 -0.1326
C -1.291578 -4.561981 -6.632803 0.2320 0.0674 0.1648
H -1.496474 -5.273513 -5.823840 0.1149 0.1418 -0.0942
H -0.255738 -4.205628 -6.569974 -0.1385 -0.1876 0.0508
H -1.421431 -5.091143 -7.591110 0.0739 0.1883 0.3393
Zr 0.144625 -0.221444 -0.447695 -0.8849 0.4799 1.5263
C 1.498260 -1.599544 0.973653 -0.4288 -0.8194 0.6001
C 0.360996 -1.569837 1.845429 0.5211 -0.6484 -0.3928
C -0.707464 -2.268359 1.227037 0.5708 0.3511 -0.2046
H 0.374280 -1.209348 2.871403 -0.1734 0.4162 -0.4471
C -0.240013 -2.776437 -0.013303 1.3325 -0.0346 0.3347
C 1.136637 -2.379416 -0.174026 -0.6020 -0.9182 0.3475
H 1.813286 -2.733409 -0.952515 -0.2759 0.2008 0.2358
H 2.502575 -1.258293 1.217888 -0.3709 0.0042 -0.0831
H -1.694649 -2.456530 1.650017 0.3310 0.2266 -0.1401
H -0.770557 -3.483474 -0.650757 0.1753 0.4619 0.1672
C 2.036705 1.292976 -0.655773 0.3322 -0.0299 -1.0524
C 2.303458 0.097783 -1.403728 0.1749 0.9210 -0.4205
C 1.402305 0.070844 -2.509835 0.3402 0.3983 0.0078
H 3.086635 -0.626477 -1.198968 -0.2342 0.2179 -0.0626
C 0.587797 1.250113 -2.456402 0.5971 -0.2245 0.4919
C 0.987603 2.002596 -1.317572 0.6170 -0.2433 -0.4850
H 0.630047 2.991755 -1.036257 -0.1349 -0.4527 0.1506
H 2.599902 1.663327 0.199691 -0.4128 -0.2568 -0.1160
H 1.400819 -0.663212 -3.310962 -0.0461 0.1002 0.2830
H -0.168148 1.538178 -3.184691 0.1521 -0.1224 0.2938
O -1.776334 -0.505748 -1.415470 -0.0836 -0.2924 -0.4748
C -1.265518 -1.430182 -2.455993 -0.7384 -0.0367 -0.6443
C -2.383824 -2.412445 -2.631549 0.1073 -0.3846 0.4818
H -0.339850 -1.988463 -2.177283 -0.5644 0.8743 0.1260
H -1.077474 -0.835407 -3.358206 -0.1125 -0.1936 0.1620
C -3.643098 -1.544670 -2.475372 -0.0022 0.1237 -0.6314
H -2.310679 -3.194941 -1.867301 -0.2920 0.2908 0.1356
H -2.222298 -2.911137 -3.583988 -0.2532 0.2540 0.3808
C -3.282468 -0.551293 -1.374631 0.6170 -0.0736 0.1444
H -4.563906 -2.123317 -2.312600 0.3841 0.2381 0.3208
H -3.814218 -0.968620 -3.395006 0.1376 -0.2014 0.0937
H -3.547471 -0.892384 -0.370754 0.0715 0.0987 -0.1267
H -3.629998 0.481573 -1.544745 0.1881 -0.5453 0.0975
C 0.101443 7.151530 2.634885 0.0558 0.2825 -0.0899
C 1.104230 6.164136 2.101004 0.3734 0.0545 -0.1400
C 1.783863 6.446331 0.915538 -0.1570 -0.0598 -0.2762
C 2.735372 5.560604 0.402097 0.0043 0.1147 0.3825
C 2.985935 4.368175 1.070332 -0.5268 -0.1058 0.0289
C 2.214826 4.023258 2.199143 0.1863 1.1998 -0.3388
N 2.336149 2.719151 2.678070 0.5993 -1.3157 0.2257
C 1.433014 2.054793 3.538763 -0.1011 0.1204 0.4658
C 1.859413 1.598084 4.786692 -0.0767 0.1515 0.1088
C 0.929141 1.173107 5.725159 -0.0690 -0.4018 -0.2577
C -0.416459 1.023756 5.374512 -0.2335 0.1876 0.0184
C -0.845389 1.357459 4.090289 0.5550 -0.0033 -0.1417
C 0.083463 1.886604 3.194655 0.6058 -0.2819 -0.3618
C -0.246363 2.156376 1.760308 -0.6480 1.6866 -0.5829
O -0.529841 3.261725 1.324806 0.1530 -1.5435 0.3887
O -0.199236 1.071587 0.990368 -0.8269 0.1183 0.4218
C 1.383416 4.989637 2.809251 0.4384 -0.2832 -0.6523
C 0.826488 4.800387 4.178670 -0.4228 -0.1531 0.5287
H -0.856780 6.685269 2.878616 0.1266 -0.0521 0.0108
H 0.475639 7.646956 3.537372 -0.0940 -0.0382 -0.0695
H -0.090136 7.928293 1.889976 0.0285 -0.0754 0.1052
H 1.556048 7.385855 0.402347 0.1378 -0.3897 0.0747
H 3.272330 5.788666 -0.516385 -0.0224 0.0561 0.2486
H 3.758206 3.676220 0.716771 -0.3694 0.1513 -0.0238
H 3.272963 2.315069 2.640345 -0.4720 0.3266 0.1548
H 2.920004 1.641347 5.032425 -0.2382 0.2022 0.0737
H 1.264616 0.951416 6.734374 -0.1024 -0.1394 -0.1703
H -1.133787 0.648788 6.100361 0.1530 0.1088 -0.0805
H -1.867515 1.212796 3.738893 0.1859 0.0027 0.3287
H -0.108934 4.222052 4.157966 0.1854 0.1212 0.1505
H 1.539105 4.285060 4.836725 -0.2621 0.1081 -0.2106
H 0.591435 5.761200 4.646522 0.1154 -0.1593 -0.1416
```
Forces are in eV/Å.



# C39H37CsGeN11OS5Sb

C39H37CsGeN11OS5Sb as an isolated structure (wB97M-V/def2-TZVPD, the Open Molecules 2025 dataset).

For the HOMO energy, the calculation gives -2.46 eV. The LUMO energy is 2.96 eV. The max |F| comes out at 0.01156 hartree/bohr. Its total charge is -2. As for the energy relative to the best compared isomer or geometry (same formula, charge and spin): 43.7 kcal per mole. The HOMO-LUMO gap comes out at 5.426 eV.

Geometry as XYZ:
```
96
Properties=species:S:1:pos:R:3:forces:R:3
Cs -0.154723 0.555727 0.360196 -0.1257 -0.4133 0.0576
S 1.153655 -0.885317 -2.525701 -0.0275 -0.0197 0.0329
C -0.003436 -1.684434 -3.600324 -0.0793 0.0038 -0.0269
C 0.519919 -2.435290 -4.640261 0.0514 -0.0290 -0.0536
C -0.286016 -3.211266 -5.468194 -0.0685 0.0178 0.0551
C 0.286766 -3.984351 -6.522352 0.0202 -0.0027 -0.0412
N 0.758713 -4.602555 -7.372473 0.0042 -0.0043 0.0184
C -1.676903 -3.204236 -5.226801 0.1224 0.0497 0.0338
C -2.206417 -2.445216 -4.207078 0.0038 -0.0075 -0.0126
C -1.408115 -1.644390 -3.346623 0.0851 -0.0945 -0.1359
S -2.146670 -0.703902 -2.138868 -0.0245 0.0080 -0.0080
C -2.556330 -3.992715 -6.046449 -0.0545 -0.0244 -0.0082
N -3.269472 -4.622286 -6.692681 0.0020 0.0054 0.0041
H 1.588548 -2.422146 -4.812916 -0.0021 0.0109 0.0137
H -3.274488 -2.450811 -4.037995 -0.0006 0.0028 0.0046
C -4.714720 -0.179801 0.281060 0.0660 -0.0446 0.0207
C -4.398937 -1.598511 0.557910 0.1578 -0.0567 -0.0077
N -4.997999 -2.637075 0.067079 -0.0616 -0.0787 0.0455
N -4.328021 -3.700098 0.612848 -0.0312 0.0099 -0.0267
C -3.330834 -3.353618 1.442698 -0.0427 0.1966 0.0316
S -2.263661 -4.299288 2.310295 0.1046 -0.1348 0.0898
N -3.396274 -1.994631 1.417856 -0.2137 0.1991 -0.2572
N -2.487827 -1.114446 1.998154 0.1632 0.0898 0.2690
H -5.469317 -0.132774 -0.499008 0.0000 0.0039 -0.0034
H -3.823814 0.354490 -0.052565 -0.0014 0.0310 -0.0205
H -5.078377 0.327436 1.177386 -0.0216 -0.0164 0.0031
H -4.557127 -4.638688 0.345931 0.0277 -0.0170 -0.0003
H -2.948626 -0.604663 2.746997 -0.0163 -0.0316 0.0132
H -1.760741 -1.673855 2.446543 0.0272 -0.0981 -0.1206
S 0.670550 1.132285 -2.824862 0.0639 0.0005 -0.1155
C 2.274452 1.819214 -3.128546 0.0735 0.0098 0.0690
C 2.466167 2.436334 -4.354689 -0.0560 0.0172 -0.0905
C 3.636579 3.121242 -4.660508 0.1098 0.0134 0.0804
C 3.808455 3.758548 -5.927360 -0.0279 -0.0006 -0.0421
N 3.946584 4.270327 -6.949838 -0.0086 -0.0054 0.0038
C 4.649951 3.161094 -3.682104 -0.1046 -0.0631 0.0431
C 4.471493 2.537534 -2.464754 -0.0281 -0.0011 -0.0432
C 3.283234 1.843804 -2.121336 0.0757 0.0640 -0.1953
S 3.160549 1.104814 -0.585846 -0.0399 -0.0701 0.0892
C 5.886414 3.850196 -3.933129 0.0447 0.0143 0.0002
N 6.884364 4.393518 -4.110705 -0.0075 0.0008 -0.0005
H 1.677494 2.387531 -5.094404 -0.0047 -0.0044 0.0096
H 5.260507 2.580516 -1.726907 -0.0009 -0.0047 0.0077
Ge -2.275602 3.249770 -0.002450 -0.1604 0.1738 0.0816
C -2.937252 4.506411 1.442835 0.1437 0.0309 0.1082
C -2.134226 5.055387 2.448969 -0.0558 -0.0152 0.0121
C -2.647793 5.910200 3.419421 -0.0191 -0.0078 -0.0028
C -3.993990 6.250342 3.407353 -0.0020 -0.0209 -0.0235
C -4.815901 5.717895 2.421294 -0.0030 0.0005 0.0075
C -4.291413 4.856049 1.466337 0.0540 0.0049 -0.0189
C -1.905765 4.676201 -1.389129 0.1081 -0.0752 -0.1563
C -1.833884 6.050609 -1.154500 -0.0362 0.0009 -0.0104
C -1.560246 6.952931 -2.177985 -0.0001 -0.0221 0.0369
C -1.341283 6.499046 -3.471371 -0.0052 -0.0182 -0.0090
C -1.410564 5.136361 -3.733013 0.0046 0.0189 0.0170
C -1.697490 4.245994 -2.705688 0.0023 0.0089 0.0702
H -0.737193 3.134805 0.542601 -0.2323 0.5469 -0.0050
H -1.077578 4.808613 2.472811 0.0011 0.0092 0.0003
H -1.995501 6.318919 4.184413 0.0106 -0.0085 -0.0006
H -4.399840 6.920678 4.156264 0.0055 0.0022 0.0048
H -5.870014 5.973816 2.400204 -0.0009 -0.0006 -0.0006
H -4.951139 4.442781 0.707965 -0.0172 0.0115 0.0098
H -1.996666 6.430175 -0.150477 0.0020 -0.0016 0.0012
H -1.511106 8.015233 -1.961930 0.0011 0.0016 -0.0010
H -1.118845 7.199506 -4.268086 0.0013 -0.0035 -0.0012
H -1.243046 4.767434 -4.738839 0.0019 -0.0023 0.0023
H -1.761751 3.184011 -2.927302 0.0026 0.0040 -0.0149
C 3.286619 -1.214823 2.561245 0.0061 0.0319 0.0500
Sb 1.641818 -2.320374 1.732220 -0.0300 -0.1955 0.0904
C 2.837372 -3.470207 0.375781 0.0392 -0.0271 -0.0109
C 1.581734 -3.749996 3.341106 0.0149 0.0240 -0.0019
H 4.098192 -1.892698 2.829627 0.0009 0.0039 0.0051
H 2.940487 -0.692604 3.455964 0.0386 0.0207 -0.0045
H 3.645116 -0.482854 1.836991 -0.0074 0.0038 0.0085
H 3.702327 -3.905734 0.877431 -0.0035 0.0131 0.0142
H 3.172285 -2.800629 -0.417356 0.0083 -0.0241 -0.0051
H 2.233661 -4.263474 -0.064677 0.0048 0.0098 -0.0081
H 2.572945 -4.144335 3.570297 0.0132 0.0256 -0.0333
H 0.907969 -4.566889 3.085618 -0.0086 0.0148 -0.0045
H 1.181164 -3.235018 4.215746 -0.0051 -0.0444 0.0126
C 1.038849 0.147199 6.519735 0.0154 0.0001 -0.0007
N 1.149621 1.076155 5.406592 -0.0343 -0.0756 -0.0433
C 1.961915 2.157734 5.495860 -0.0217 -0.0195 -0.0030
C 2.110802 3.022237 4.476847 0.1096 0.0443 -0.0793
C 1.374216 2.732216 3.275696 -0.0536 0.0476 0.1817
N 0.580084 1.686105 3.192360 -0.0593 0.0916 -0.2534
C 0.421667 0.819335 4.216456 0.0072 -0.0427 0.1233
O -0.307826 -0.163095 4.167658 0.0405 -0.0148 -0.0227
N 1.486538 3.543110 2.218639 -0.0897 0.1711 -0.0464
H 0.747972 0.676683 7.427833 0.0032 0.0049 0.0020
H 1.984901 -0.370577 6.687207 0.0069 0.0085 -0.0050
H 0.277572 -0.581711 6.262158 -0.0110 0.0055 0.0041
H 2.476691 2.280430 6.440395 0.0073 0.0039 0.0019
H 2.758041 3.882879 4.549922 0.0088 -0.0180 0.0377
H 2.014811 4.393538 2.282831 0.0902 -0.0579 0.0414
H 0.850590 3.457910 1.429052 -0.0512 -0.1701 0.0551
```
Forces are in eV/Å.